ORCA calculation (ωB97M-V/def2-TZVPD) on one molecule with the formula C5H8O.

Values from the calculation:
Kohn-Sham gap ... 10.765 eV
Multiplicity ... 1
Energy ... -270.513211 a.u.
SMILES ... O=CC1CCC1
Lowest unoccupied orbital energy ... 1.00 eV
HOMO ... -9.7652 eV
ΔE to the lowest compared entry with this formula, charge and spin ... 117.3 kJ/mol

```
14
Properties=species:S:1:pos:R:3:forces:R:3
O -0.81136 0.83867 2.48046 0.0684 -0.3975 -0.2200
C -0.48367 -0.13743 1.85030 -0.0184 0.2671 0.1020
C -0.04403 0.14001 -1.48171 -0.0187 0.0414 -0.1809
C 0.19360 1.11780 -0.30395 0.0184 0.1884 -0.0018
C 0.04222 -1.06262 -0.51050 -0.0419 -0.1809 0.0063
C 0.40933 -0.09309 0.63702 0.0151 0.0864 0.1460
H -0.68243 1.71060 -0.02354 0.1556 -0.0993 -0.0292
H -0.91450 -1.57206 -0.34574 0.1347 0.0630 -0.0533
H 0.75449 0.15504 -2.22887 -0.1223 -0.0200 0.1163
H 1.04472 1.79689 -0.41114 -0.1592 -0.1510 0.0281
H 1.44391 -0.20428 0.98889 -0.1645 0.0065 -0.0402
H -0.85571 -1.14841 2.13668 0.0896 0.1101 0.0192
H -1.00143 0.25002 -1.99931 0.1699 0.0016 0.0738
H 0.79660 -1.81507 -0.75259 -0.1267 0.0843 0.0339
```
Positions in Å, forces in eV/Å.


ORCA calculation (ωB97M-V/def2-TZVPD) on a 13-piece molecular cluster, C78H68O26 overall.

Values from the calculation:
Kohn-Sham gap ... 5.110 eV
Multiplicity ... 1
Energy ... -4968.906959 a.u.
Lowest unoccupied orbital energy ... -2.50 eV
HOMO ... -7.6124 eV
ΔE to the lowest compared entry with this formula, charge and spin ... 394.6 kJ/mol

```
172
Properties=species:S:1:pos:R:3:forces:R:3
O -2.48793 1.65125 0.07219 0.5145 -1.0442 0.7155
O 1.69202 -1.82911 -0.03739 0.0223 0.9047 -0.5964
O 0.94493 0.03804 6.40255 0.3321 -0.7718 1.1610
O 7.58775 1.22971 -5.51604 3.3934 1.6672 -1.2677
O -4.78643 1.36484 2.03206 -0.7141 -0.4610 0.8967
O -1.53234 -8.15961 3.73732 -1.3392 -1.2218 1.0833
O -1.78539 0.29855 -3.05938 0.2102 1.8024 -1.4372
O -8.55714 5.13427 1.17619 -2.1916 1.0788 0.7107
O 3.27956 5.29126 1.80205 0.3738 -0.1385 1.2115
O 1.46958 -3.03659 3.96708 0.7194 0.3842 -0.6653
O -5.58216 -3.26286 4.02150 0.5973 -0.6065 -0.0353
O -1.47029 -4.79023 -1.17741 -0.0069 2.4456 -1.6501
O -8.51919 1.10270 -3.97163 -2.8847 -1.4054 -0.8501
O 1.30937 3.19130 -3.17735 0.2789 1.1784 -2.3663
O 1.83976 6.63526 -0.24033 1.2632 0.6000 0.6107
O -3.02357 5.88243 -2.65263 -0.1754 0.7648 -1.1393
O 1.24505 -5.49592 -0.04607 -0.3391 -1.7155 2.3863
O 3.58343 4.43162 -7.98138 0.0869 1.0677 0.0708
O -3.99743 3.32394 -1.91620 0.2664 0.9037 -0.2764
O -0.28144 -3.77263 5.83193 0.4580 1.2964 -1.3189
O 4.33482 0.18073 0.20893 0.4749 -2.8037 -2.2212
O 5.67771 -6.38608 2.94302 -0.2908 0.3939 0.3571
O 3.29308 -0.32701 -2.75314 -2.0993 -0.8310 -0.7076
O 2.80891 -4.70688 -4.50511 0.4736 0.1889 -0.2338
O 6.45511 -2.92964 -0.95121 -2.6209 -2.1866 -2.0906
O -2.37953 2.60571 3.11582 -2.2046 1.0327 -1.6780
C 6.08993 -4.17962 -2.98948 -1.7189 -1.0796 -0.9384
C -0.03537 5.36931 -0.67645 -2.3900 -1.8755 0.4983
C 0.79208 -6.12501 0.93461 -0.4862 -0.0589 -2.5813
C -2.63019 -2.67864 -1.30988 0.6858 0.6417 -0.5869
C -1.47378 0.96210 0.22842 -0.4213 1.9167 -1.9216
C 3.33353 -4.04826 -2.31715 -1.2119 0.7107 -0.2539
C 0.80612 0.38528 -0.64215 -1.9584 1.2688 -1.1670
C 5.52326 0.16348 -5.56035 0.0096 -0.5959 0.3447
C -2.54562 -1.40599 -1.73499 -1.8125 -1.3097 0.0068
C 6.64177 0.80826 -3.47687 -0.0196 0.6658 -0.8167
C 2.91142 4.21040 -7.00727 -1.0445 -1.4498 0.5897
C -3.81576 -4.46859 5.16011 -0.7553 -1.3490 0.1054
C -0.85633 -7.62924 2.91262 1.4545 1.8326 0.1320
C 0.86056 -7.59148 1.14726 -0.1722 -2.0954 1.1954
C 0.92286 -0.89224 0.09329 -0.6479 0.3240 1.2235
C 2.17639 5.15156 -6.09971 -0.3773 0.9250 0.4641
C -1.30638 5.14969 -1.31077 3.1924 -0.7067 0.9848
C 5.65028 -3.56701 -1.70764 4.0657 1.9044 0.7961
C 2.57064 -3.84967 3.76870 -2.7838 0.6618 1.0779
C -5.76323 2.37085 2.00255 0.1210 -3.4447 2.3122
C -5.47308 3.34157 1.16792 -0.5742 3.1014 -2.5960
C 4.65859 -5.50335 3.28362 0.3349 -3.0796 1.4681
C -6.26321 3.53257 -2.53820 -0.4425 -0.8455 -0.2653
C 3.37698 3.98769 1.43651 0.0077 -0.7541 0.1816
C -7.43923 2.93103 -3.01611 1.1244 0.2242 1.0156
C -0.24246 2.25209 3.88152 0.5765 -0.5645 0.6194
C -0.08472 -5.53801 1.89517 -0.0717 2.7845 1.1349
C 5.13527 -4.61137 -3.86747 1.3333 0.6873 0.0058
C -1.02780 7.25014 -2.50870 0.0828 -1.4411 0.5203
C 0.06263 0.69371 5.63445 1.3528 -0.0491 0.0162
C 3.78191 3.01103 2.35646 -0.5590 1.0027 -1.2236
C 4.39117 -0.06150 -3.47993 1.6588 0.1546 -0.3386
C 2.11587 2.52665 -5.33872 -0.4528 0.9781 -2.3818
C -1.56793 -3.64851 5.30622 -1.0731 1.1880 0.6177
C -5.09096 2.80729 -2.56341 0.3458 -1.7035 -0.3166
C -7.61935 4.29125 1.60533 0.4862 -1.3681 0.1652
C 3.24471 -3.70190 2.62362 1.6563 -0.0468 -1.8710
C 4.44863 -0.35303 -4.88557 -0.9108 1.0510 2.7724
C -6.26261 0.88595 -3.50105 2.3221 0.6183 0.5296
C -0.55581 -1.74873 -3.09559 -0.3616 -2.1817 0.0166
C -1.61915 -0.83628 -2.73960 -0.5098 -1.4214 2.3669
C 0.18022 7.39365 -1.86844 1.1951 -0.3175 1.4322
C -7.45458 1.59208 -3.41252 2.6358 1.8158 -0.0029
C -0.07339 -0.89822 1.18732 -2.1012 1.8695 -0.2612
C 4.26275 -4.59875 2.36273 0.1763 1.1728 -0.3180
C -1.54765 -3.65469 -1.68136 -0.5854 -0.9067 2.2343
C -2.11812 0.94001 4.73035 1.2245 0.3188 0.3668
C -4.26554 -3.42432 4.38783 0.6601 0.7408 0.4556
C -1.99636 -2.52333 4.49368 2.1771 -2.8131 1.2285
C -3.30647 -2.45341 4.09565 0.4680 0.9475 -0.3560
C 2.58815 2.83393 -6.61785 -0.3540 -2.0456 4.2211
C 6.56828 0.75954 -4.85785 -1.3168 -1.4724 -0.3068
C 3.14119 3.56366 0.12655 -0.5899 1.9148 -0.1609
C -0.77256 -6.14836 2.83763 -0.5888 -0.4977 -0.0310
C -0.55139 -3.02656 -2.57711 1.2877 1.5380 -1.9874
C 4.24748 -3.64549 -1.47237 -0.4786 0.7568 2.0584
C -6.46998 4.28630 0.85114 1.7732 -0.3683 1.5522
C -1.77286 6.05251 -2.19688 -0.3376 1.9988 -0.1785
C 3.66361 -4.44766 -3.68458 0.2524 -0.6729 0.6861
C 3.89460 1.35393 0.58507 -1.2717 2.8593 -0.7022
C -5.04029 1.50456 -3.14884 -1.8589 1.0728 0.6416
C -7.85017 3.33487 2.64242 0.5728 -1.0527 -1.2167
C -1.24136 0.36570 5.67218 -2.6386 0.2264 -1.0618
C 1.56197 4.86988 -4.92270 0.2451 1.1484 -1.2144
C 2.86430 -4.86408 4.65257 1.2823 -1.4321 1.5226
C -1.13783 -0.00232 1.17207 0.3908 -4.5457 3.9921
C 0.66147 6.48600 -0.86927 -1.3811 0.9697 -2.4309
C 3.99306 1.70429 1.88143 0.8005 1.5346 2.2877
C 3.94966 -5.74102 4.50492 -0.0766 2.2430 -2.1484
C -2.53611 -4.54649 5.67551 0.9436 0.1567 -0.2274
C 3.40301 2.33736 -0.34892 0.6965 -2.6311 0.9292
C 5.50973 0.48205 -2.80131 -1.6870 -0.8964 0.0190
C 0.58101 1.60346 4.77383 0.7258 1.5734 -1.3478
C 0.12417 -8.31101 2.08971 1.9167 1.3067 -2.8225
C -1.56851 1.91536 3.89246 -0.0966 -0.8882 1.1636
C -6.92309 2.27633 2.78659 -0.2516 1.6980 -1.2257
C -0.35232 1.17099 -0.60420 4.8394 -0.5376 -2.3834
C 1.58835 3.54373 -4.34004 0.8702 -2.4072 1.1828
H 0.12278 2.98600 3.17839 0.1715 0.1341 -0.0161
H 7.11566 -4.40880 -3.23798 0.2040 0.4299 0.3207
H -1.71758 4.15233 -1.25994 -0.4502 0.1492 0.3832
H 1.58481 -8.09626 0.52511 0.0669 -0.2671 -0.0328
H -6.27966 5.14793 0.22842 0.0898 -0.1537 -0.4548
H 0.26659 -3.60243 -2.98415 -0.0475 -0.6741 0.3205
H -1.29424 -5.56647 3.58307 -0.3004 -0.1272 -0.0283
H -2.19665 -5.34290 6.32120 -0.4317 -0.4012 -0.0108
H -0.05294 -4.24394 6.63645 -1.1298 -0.3002 0.0565
H -3.16305 0.67674 4.65822 -0.0882 0.1307 0.1401
H 5.54444 -0.05064 -6.61870 0.4397 0.4237 -0.2450
H -7.14887 1.39184 3.36374 0.1621 0.1358 0.2382
H 4.24695 -6.43447 5.27768 0.0048 -0.1447 -0.2723
H 5.82620 -6.22050 2.00913 0.4089 -0.2072 -0.1227
H 2.76359 5.87005 1.23602 -0.2796 -0.3584 -0.6683
H 4.82597 -4.46769 1.45058 0.1556 -0.1590 -0.1607
H 2.03375 6.15326 -6.47738 0.2445 0.2143 -0.0937
H 3.60407 -0.79202 -5.39588 -0.0299 -0.1963 0.0514
H 3.30695 -0.18858 -1.80327 1.0308 0.0026 0.1569
H -3.50749 -2.89027 -0.71661 0.2262 -0.7499 0.1882
H 3.13753 -2.94524 1.86048 -0.8572 0.2400 0.2805
H -8.80009 3.18052 3.13258 -0.1691 0.6503 0.0059
H 2.42022 7.19190 -0.76456 0.1525 0.1769 0.0151
H -1.20092 -1.88848 4.13222 -0.3058 0.5482 0.0552
H 3.18948 2.15234 -1.39130 0.2147 -0.3207 -0.0934
H -4.03443 1.79032 2.45046 0.6322 -0.1013 -0.0152
H 0.37087 -0.61666 6.80680 0.6464 -0.5510 0.6247
H -4.11903 0.96956 -3.32616 0.1834 0.1341 0.3407
H 1.90113 1.48862 -5.13190 0.3495 -0.1142 0.4330
H 2.93467 1.91824 -7.07373 0.1668 0.4122 -1.0359
H 0.95909 -3.30468 4.73462 -0.1222 -0.2510 0.4527
H 0.11718 -1.60190 1.98413 -0.3275 -0.1220 0.2066
H -3.45302 -0.85982 -1.52350 0.2418 0.8641 0.1687
H 0.27309 -9.36837 2.25161 -0.0451 -0.1054 -0.2267
H -9.16799 1.81010 -3.95589 -0.5059 -0.2279 -0.1678
H -1.61409 -0.33420 6.40540 -0.0622 -0.2240 0.0080
H 3.98029 3.33755 3.36662 0.0617 -0.3130 0.1599
H 7.66083 1.01702 -6.44933 -0.4917 -0.2027 0.0762
H 2.34755 -4.98972 5.59256 -0.5274 0.3320 -0.0265
H -3.43535 2.64173 -1.54170 0.1326 -0.4759 0.1064
H -1.85266 -0.09485 1.97634 -0.0924 -0.1280 0.3627
H -1.35402 7.96586 -3.24879 -0.2035 -0.0625 0.0344
H 4.28365 -0.51123 0.87237 0.0181 0.1493 0.2810
H 2.31817 -3.86338 -1.99896 -0.3052 -0.4716 -0.2954
H 2.71729 4.25352 -0.58817 0.0803 0.3634 0.0044
H -1.91203 3.34432 2.71894 -0.0759 0.0821 -0.1752
H -8.34198 3.51482 -2.91302 -0.3440 -0.1140 -0.2984
H -8.18941 5.78263 0.57121 0.1036 -0.0687 -0.0008
H -0.08910 -4.45913 1.94405 0.0810 0.3105 -0.2666
H 4.51089 1.07010 2.58574 -0.2150 -0.5793 0.0133
H -3.32205 5.03479 -2.31498 -0.5557 -0.6288 -0.0029
H 7.53614 1.21266 -3.02636 -0.0356 -0.0116 0.1380
H 3.91193 -3.23218 -0.53269 -0.0039 0.0300 0.2153
H 5.40072 0.58862 -1.73211 0.2729 0.0022 0.0495
H 0.08457 -1.44556 -3.91069 0.5639 -0.0879 0.2467
H -0.36588 2.02085 -1.27051 -0.0100 0.1579 -0.1645
H -6.27143 4.51724 -2.09461 -0.0251 0.0337 -0.0564
H 5.46664 -5.04583 -4.79904 -0.1065 -0.1378 -0.1565
H -4.39043 -5.37082 5.30888 -0.6867 0.2729 0.2053
H -6.10408 -0.12649 -3.84198 -0.8906 -0.1011 -0.3225
H -3.47850 -1.52688 3.56807 -0.8367 -0.0691 -0.3955
H 0.90834 8.18328 -1.98123 -0.4464 0.7423 -0.7209
H 0.98651 5.66366 -4.46975 -0.0022 0.0038 0.3808
H 1.62930 1.86314 4.76730 0.1526 -0.2978 0.2131
H -5.56240 -2.97841 3.10483 -0.3281 0.2340 -0.1582
H 0.32364 4.65717 0.05182 0.0885 -0.3272 -0.0506
H -4.51216 3.27973 0.67882 -0.0684 0.2691 -0.2682
H 1.57575 0.64738 -1.35305 -0.1168 0.0828 -0.0918
```
Positions in Å, forces in eV/Å.


ORCA calculation (ωB97M-V/def2-TZVPD) on an isolated ion of composition C9H15FN3O2 and charge +1.

Values from the calculation:
Net charge ... +1
Kohn-Sham gap ... 8.648 eV
Multiplicity ... 1
Energy ... -766.187580 a.u.
SMILES ... [H]/N=C(\F)C/C=N\C(=[NH2+])OCC1(C)COC1
Lowest unoccupied orbital energy ... -4.27 eV
HOMO ... -12.9218 eV
ΔE to the lowest compared entry with this formula, charge and spin ... 350.0 kJ/mol

```
30
Properties=species:S:1:pos:R:3:forces:R:3
F 1.88827 2.47955 0.31090 0.1827 -0.4657 -0.5437
O 0.34980 -0.69694 0.37358 -0.6342 -1.6346 0.3593
O -1.11605 1.77500 -0.82948 2.8311 3.3030 -0.5279
N 1.60305 0.81046 -1.25785 1.9589 0.3998 0.7428
N 0.82450 -2.31015 -1.31960 0.3806 -0.8459 0.0493
N 2.45430 -1.61040 -0.00686 -1.5208 0.3726 1.8166
C 3.21565 -0.80481 0.63221 1.6244 -2.7593 -0.7559
C -3.34343 -0.12139 0.76667 1.9095 -0.2482 -2.3630
C 2.17513 1.25500 -0.23254 -0.8300 0.9194 -0.3390
C -1.49454 1.67086 0.53688 -0.8993 -0.0115 -0.3925
C -1.96850 0.27365 0.23515 -0.4526 -3.3863 -0.9233
C 3.27229 0.62376 0.57335 -0.9593 1.8132 0.3794
C -1.73101 0.64453 -1.24765 -1.3080 -2.9121 -0.2031
C 1.12409 -1.48465 -0.30873 0.8917 -0.2561 -1.6469
C -1.06928 -0.96139 0.64982 -0.8974 3.8446 3.9678
H -1.16739 -0.07275 -1.94217 -0.1537 0.9939 1.0633
H 4.18115 1.06832 0.16445 0.4915 -0.6765 -0.2001
H -1.21859 -0.88188 1.84514 1.0617 -0.6837 -2.4712
H 4.02840 -1.37451 1.15486 -0.4017 0.9439 -0.3823
H 3.32854 1.01433 1.59860 -0.4237 0.0302 -0.0367
H -1.51108 -1.88616 0.37889 0.3153 -0.9729 -0.9593
H -0.76613 1.69456 1.30505 1.5075 0.4027 0.3873
H -3.52335 -1.16512 0.59454 -0.5522 -0.4073 0.2156
H -2.22154 2.47264 0.75980 -0.1721 -0.7065 0.0463
H -4.05502 0.51000 0.34726 -1.5466 0.7786 -1.0091
H -0.04645 -2.54965 -1.82297 0.7090 0.7453 0.9248
H -3.26669 0.17587 1.73240 -0.3312 0.1266 3.4435
H 1.04759 1.50803 -1.72022 -0.7442 0.3785 0.0363
H -2.66959 0.82076 -1.73760 -0.6313 0.3574 -0.5777
H 1.67588 -2.87755 -1.53389 -1.4055 0.5569 -0.1008
```
Positions in Å, forces in eV/Å.